Computed, not measured: C23H28BN2ORh as an isolated structure in a non-equilibrium geometry, with wB97M-V/def2-TZVPD.

Structure (ORCA input):
```
! RIJCOSX wB97M-V def2-TZVPD def2/J DEFGRID3
* xyz 0 5
C 1.6969 0.8223 2.6811
C 1.4477 0.0418 1.5063
C 1.7944 0.8284 0.3629
H 1.0932 -0.9881 1.5138
C 2.3000 2.0797 0.8305
C 2.2481 2.0750 2.2610
H 2.6371 2.8833 0.1812
C -1.1570 -2.7844 2.8523
C -0.0982 -3.4151 2.1269
C -0.3877 -3.2996 0.7449
H 0.7765 -3.8961 2.5573
C -1.5849 -2.5265 0.6069
C -2.1054 -2.2778 1.9227
H 1.7808 0.5185 -0.6860
H 2.5242 2.8974 2.9126
H 1.4771 0.4909 3.6895
H -3.0607 -1.7946 2.1638
H 0.1882 -3.7031 -0.0871
H -1.2329 -2.7114 3.9314
Rh 0.4381 1.7963 1.4848
C -1.9174 -1.7363 -0.6500
C -3.3306 -1.1618 -0.5557
C -1.7246 -2.5673 -1.9240
H -4.0181 -1.9763 -0.2898
H -3.6246 -0.7478 -1.5291
H -3.3724 -0.3725 0.2123
H -2.2795 -3.5088 -1.8297
H -0.6649 -2.7994 -2.1113
H -2.1204 -2.0093 -2.7851
C -0.8499 -0.5881 -0.6520
C -1.2298 0.8472 -0.8071
H -0.0393 -0.8188 -1.3605
H -0.3862 -0.6382 0.3441
O -1.3158 1.5833 0.2334
N -1.3032 1.4135 -2.0629
C -0.2570 2.4594 -2.3122
H -2.2181 1.8508 -2.1882
C 1.0331 1.8473 -2.8051
C 2.2200 2.5992 -2.7996
H 2.1979 3.6238 -2.4139
C 3.4081 2.0461 -3.2906
H 4.3263 2.6328 -3.2754
C 3.4278 0.7524 -3.8213
H 4.3449 0.3175 -4.2187
C 2.2521 0.0041 -3.8288
H 2.2199 -0.9920 -4.2646
C 1.0626 0.5474 -3.3203
H 0.1267 -0.0119 -3.3692
H -0.0635 3.0842 -1.4164
H -0.7176 3.1219 -3.0561
B -0.9031 0.3722 5.1684
C -1.2032 1.2570 3.9646
N -1.3627 1.9600 3.0344
H -1.9523 0.2375 5.7563
H -0.1129 1.0234 5.8382
H -0.4281 -0.6895 4.8288
*
```

The value obtained for the HOMO-LUMO gap (spin up / spin down) is 6.5 / 5.7 eV. The largest force on an atom comes out at 0.2496 Eh/bohr. For the total energy, the calculation gives -33009.299 eV. The value obtained for the HOMO energy (spin up / spin down) is -7.033 / -8.211 eV.